Density functional theory data (ωB97M-V with the def2-TZVPD basis set) for one molecule with the formula C22H25N3O3 in a non-equilibrium geometry.

Its HOMO energy is -6.96 eV. The relative energy (zero: lowest compared OMol25 entry of this formula, charge and spin) is 175.3 kcal per mole.

Positions of all 53 atoms, in Å:
1 C 3.32866 0.77608 1.95157
2 C 3.06229 1.04620 0.50292
3 C 2.72358 0.03402 -0.40951
4 N 2.43583 -1.29619 0.05375
5 C 1.50665 -1.63285 0.99056
6 N 1.86760 -2.80677 1.52178
7 C 1.38632 -3.45600 2.73679
8 C 2.97842 -3.29374 0.83960
9 C 3.35404 -2.34093 -0.03098
10 C 2.89475 0.21319 -1.78030
11 C 2.81718 -0.92126 -2.75202
12 C 3.16978 1.50148 -2.24394
13 C 3.30383 2.57840 -1.36750
14 C 3.46588 3.96952 -1.89380
15 C 3.31340 2.32850 0.00623
16 H 3.27038 1.72201 2.50646
17 H 2.59803 0.08825 2.38647
18 H 4.33541 0.35926 2.12745
19 H 0.81649 -2.78428 3.37767
20 H 0.78800 -4.34350 2.48530
21 H 2.27374 -3.77859 3.30532
22 H 3.37347 -4.27825 1.03896
23 H 4.19654 -2.29639 -0.69808
24 H 2.87642 -0.49741 -3.76055
25 H 3.64436 -1.63482 -2.64442
26 H 1.85854 -1.44701 -2.67890
27 H 3.27711 1.64998 -3.32344
28 H 3.70224 4.65746 -1.07622
29 H 4.27881 3.99034 -2.63001
30 H 2.55900 4.33085 -2.40272
31 H 3.54191 3.13488 0.70818
32 C -1.72076 -1.59404 7.33535
33 O -0.87260 -0.62119 6.68830
34 C -0.84200 -0.59551 5.32605
35 C 0.02880 0.34671 4.73210
36 C 0.29785 0.27861 3.37677
37 C -0.23217 -0.75752 2.59295
38 C 0.24230 -0.93705 1.14619
39 C -0.58029 -1.84312 0.29915
40 N -0.58678 -1.55649 -1.01475
41 O -1.22134 -2.20656 -1.89001
42 O 0.09508 -0.52758 -1.34891
43 C -1.20895 -1.59018 3.14615
44 C -1.53745 -1.50420 4.50056
45 H -1.55368 -1.40113 8.39513
46 H -2.77365 -1.43703 7.07539
47 H -1.41840 -2.61454 7.07513
48 H 0.51136 1.07261 5.37541
49 H 0.93378 1.03851 2.92248
50 H 0.40928 0.05263 0.69542
51 H -1.21126 -2.65137 0.66298
52 H -1.70798 -2.35102 2.54319
53 H -2.27831 -2.18250 4.93582

Here are the Mulliken charges for atoms 1 to 5, given in e: C -1.567; C 1.113; C 0.514; N 1.244; C -1.272